(1)
C48H34Cl2N11O4PbSe2 as an isolated structure, computed with ωB97M-V/def2-TZVPD.

Each line ends with the Mulliken charge.
Atoms and positions in Å:
Pb (-0.645, 1.956, -1.748)  1.3309
C (-3.438, -1.725, -0.728)  -1.2078
C (-2.643, -0.760, -1.335)  -0.6848
N (-1.744, -0.091, -0.629)  1.5259
C (-1.587, -0.376, 0.666)  -0.4081
C (-2.317, -1.419, 1.222)  -0.4829
N (-3.254, -2.065, 0.536)  -0.4460
C (-0.681, 0.500, 1.470)  0.0762
C (-0.614, 0.370, 2.851)  -1.1201
C (0.183, 1.238, 3.583)  0.0391
C (0.888, 2.214, 2.890)  -0.8306
C (0.783, 2.286, 1.509)  0.3697
N (0.013, 1.438, 0.816)  1.5178
C (1.507, 3.359, 0.758)  -0.4138
C (2.520, 4.117, 1.342)  -0.5786
N (3.122, 5.112, 0.706)  -0.5587
C (2.732, 5.357, -0.538)  -0.5952
C (1.757, 4.585, -1.152)  -0.4258
N (1.152, 3.598, -0.505)  0.6571
C (0.254, 1.149, 5.060)  0.1401
C (-0.882, 0.888, 5.816)  -0.5125
C (-0.762, 0.821, 7.196)  -0.4339
N (0.388, 0.986, 7.843)  -0.5880
C (1.471, 1.236, 7.114)  -0.4100
C (1.457, 1.332, 5.730)  -0.5944
H (-4.237, -2.212, -1.272)  0.5499
H (-2.757, -0.489, -2.377)  0.7348
H (-2.171, -1.746, 2.243)  0.5084
H (-1.181, -0.391, 3.365)  0.7871
H (1.470, 2.937, 3.442)  0.8334
H (2.869, 3.921, 2.347)  0.4274
H (3.213, 6.175, -1.060)  0.4207
H (1.454, 4.766, -2.178)  0.3572
H (-1.850, 0.768, 5.349)  0.4971
H (-1.633, 0.629, 7.811)  0.3812
H (2.397, 1.365, 7.662)  0.3808
H (2.376, 1.520, 5.190)  0.5003
C (-2.835, -6.845, 4.382)  -0.9170
O (-3.210, -6.009, 3.298)  -0.4210
C (-2.551, -6.162, 2.127)  0.8385
C (-2.987, -5.354, 1.074)  -0.5811
C (-2.354, -5.396, -0.150)  -0.1022
C (-1.300, -6.287, -0.352)  -0.4537
C (-0.922, -7.145, 0.670)  -0.3698
C (-1.514, -7.067, 1.922)  -0.4600
N (-0.666, -6.521, -1.612)  -0.4558
N (-0.394, -5.673, -2.465)  -0.4057
C (-0.360, -4.237, -2.396)  0.1127
C (-0.845, -3.626, -3.534)  -0.5237
C (-0.729, -2.259, -3.787)  -1.1467
C (0.002, -1.437, -2.944)  0.4724
O (0.197, -0.164, -3.108)  0.1158
C (0.596, -2.074, -1.805)  -0.0150
N (1.413, -1.298, -1.012)  0.1481
C (1.827, -1.725, 0.167)  0.1386
C (1.595, -3.034, 0.577)  -1.4485
C (0.948, -3.899, -0.263)  -0.6825
C (0.370, -3.438, -1.467)  0.8343
H (-3.480, -6.569, 5.211)  0.2411
H (-1.792, -6.682, 4.663)  0.3632
H (-2.989, -7.898, 4.141)  0.3778
H (-3.828, -4.697, 1.244)  0.4675
H (-2.705, -4.778, -0.966)  0.5013
H (-0.146, -7.875, 0.476)  0.4548
H (-1.187, -7.732, 2.707)  0.4503
H (-1.347, -4.257, -4.257)  0.4838
H (-1.171, -1.828, -4.675)  0.5731
H (2.377, -1.026, 0.768)  0.0677
H (1.982, -3.360, 1.531)  0.5631
H (0.859, -4.935, 0.021)  0.5717
Se (0.946, 1.510, -5.469)  0.2892
N (0.191, 2.596, -4.265)  -0.2521
C (-0.020, 3.757, -4.861)  0.6645
C (-0.661, 4.887, -4.257)  -0.2763
C (-0.814, 6.012, -4.993)  -0.7688
C (-0.344, 6.106, -6.348)  -0.5655
C (0.256, 5.062, -6.963)  -0.6712
C (0.427, 3.841, -6.233)  0.5901
N (0.974, 2.745, -6.722)  -0.8086
H (-1.049, 4.818, -3.247)  0.4393
H (-1.317, 6.867, -4.561)  0.4345
H (-0.487, 7.036, -6.882)  0.3975
H (0.606, 5.116, -7.984)  0.4650
Cl (-2.426, 4.107, -0.508)  -0.1088
C (-3.872, 3.036, -0.517)  0.1008
Cl (-3.908, 2.125, 1.010)  -0.0890
C (-3.922, 2.039, -1.725)  0.2636
O (-4.942, 1.380, -1.767)  -0.6458
O (-2.917, 2.009, -2.501)  -0.6534
H (-4.741, 3.684, -0.526)  0.4827
Se (2.096, 0.332, -1.779)  0.1015
C (3.601, 0.865, -0.623)  1.1949
C (4.150, 0.524, 0.608)  -0.0350
C (5.205, 1.267, 1.133)  -0.9138
C (5.731, 2.345, 0.446)  -0.6004
C (5.211, 2.671, -0.799)  -0.6906
C (4.160, 1.940, -1.321)  -1.0917
H (3.835, -0.332, 1.184)  0.6286
H (5.620, 0.982, 2.091)  0.4390
H (6.544, 2.920, 0.867)  0.4164
H (5.629, 3.491, -1.367)  0.4509
H (3.773, 2.205, -2.304)  0.2755

As for the net charge: +1. As for the highest occupied orbital energy: -9.8 eV.


(2)
An isolated molecule of C4H7NO2S in a non-equilibrium geometry, computed with ωB97M-V/def2-TZVPD.

Each line ends with the Mulliken charge.
Atoms and positions in Å:
C (-0.816, 1.729, 0.075)  -1.3908
C (-0.556, 0.303, -0.010)  0.9599
C (-1.770, -0.626, -0.032)  -0.5844
O (-1.456, -1.966, 0.152)  -0.5455
N (0.596, -0.281, 0.072)  -0.4021
S (2.001, 0.599, 0.020)  -0.0592
C (3.140, -0.791, -0.015)  0.0973
O (4.316, -0.644, 0.101)  -0.4146
H (-0.703, 2.140, 1.120)  0.2929
H (-0.186, 2.272, -0.596)  0.4729
H (-1.865, 1.907, -0.233)  0.3231
H (-2.424, -0.303, 0.741)  0.3489
H (-2.347, -0.483, -0.985)  0.2620
H (-0.557, -2.123, -0.132)  0.3414
H (2.625, -1.733, -0.279)  0.2983

The SMILES is C/C(CO)=N\SC=O. As for the highest occupied orbital energy: -9.3 eV.


(3)
An isolated ion of composition C4H4O2 and charge +2 in a non-equilibrium geometry, computed with ωB97M-V/def2-TZVPD.

Each line ends with the Mulliken charge.
Atoms and positions in Å:
O (-1.282, 0.375, 1.468)  -0.1969
C (-0.464, 0.170, 0.590)  0.7009
C (0.939, 0.095, 0.387)  -0.3779
H (-1.063, 0.087, 2.387)  0.4892
H (1.612, 0.010, 1.242)  0.4209
C (1.175, -0.242, -0.924)  0.0533
C (-0.026, -0.336, -1.738)  0.0178
H (2.136, -0.168, -1.435)  0.4878
O (-1.068, -0.157, -0.844)  -0.0845
H (-1.959, 0.167, -1.133)  0.4893

As for the net charge: +2. As for the highest occupied orbital energy (alpha / beta): -21.6 / -21.5 eV.


(4)
A 2-piece molecular cluster, C3H7N2O overall in a non-equilibrium geometry, computed with ωB97M-V/def2-TZVPD.

Each line ends with the Mulliken charge.
Atoms and positions in Å:
C (0.082, -0.326, -1.429)  -0.2948
C (-1.156, 0.227, -1.730)  -0.1781
N (-1.887, -0.026, -0.457)  -0.1193
C (-0.994, -0.215, 0.526)  -0.1011
N (0.232, -0.412, -0.053)  0.0026
H (0.833, -0.439, -2.203)  0.3743
H (-1.706, 0.649, -2.597)  0.3642
H (-2.847, 0.314, -0.289)  0.2884
H (-1.042, -0.313, 1.594)  0.3684
H (1.107, -0.289, 0.554)  0.3121
H (2.643, -0.365, 2.520)  0.3449
H (2.438, 1.086, 1.866)  0.3484
O (2.296, 0.107, 1.697)  -0.7101

As for the net charge: +1. As for the highest occupied orbital energy: -14.3 eV.


(5)
A 2-piece molecular cluster, C3H8N2OS2 overall in a non-equilibrium geometry, computed with ωB97M-V/def2-TZVPD.

Each line ends with the Mulliken charge.
Atoms and positions in Å:
S (-2.949, 1.126, 2.085)  -0.3177
S (-2.953, -0.048, 0.313)  -0.6322
C (0.120, -1.032, 0.267)  -0.7302
C (0.141, 0.328, -0.395)  -0.2012
C (1.442, -0.520, -0.344)  0.7820
N (2.427, -0.148, 0.700)  -0.6609
O (1.953, -0.907, -1.455)  -0.6085
N (-0.302, 0.724, -1.685)  -0.5790
H (-4.088, 1.798, 1.859)  0.0705
H (-0.212, -0.955, 1.293)  0.3118
H (-0.411, -1.845, -0.214)  0.2309
H (0.077, 1.115, 0.347)  0.2995
H (2.935, -0.998, 0.870)  0.2722
H (3.095, 0.533, 0.393)  0.2418
H (0.044, 0.077, -2.382)  0.2588
H (-1.318, 0.753, -1.651)  0.2623

The expectation value of S² is 0.757. As for the spin multiplicity: 2. As for the net charge: -1. As for the highest occupied orbital energy (alpha / beta): -2.8 / -2.7 eV.


(6)
A 2-piece molecular cluster, C17H25 overall in a non-equilibrium geometry, computed with ωB97M-V/def2-TZVPD.

Each line ends with the Mulliken charge.
Atoms and positions in Å:
C (-5.447, 1.053, -2.285)  -1.1758
C (-4.094, 1.649, -2.194)  -0.0991
C (-2.982, 0.867, -2.032)  -0.2156
C (-1.683, 1.443, -1.939)  -0.5825
C (-0.555, 0.732, -1.522)  0.1472
C (0.783, 1.324, -1.902)  -1.4038
H (-6.205, 1.835, -2.313)  0.3416
H (-5.558, 0.414, -3.180)  0.3304
H (-5.624, 0.404, -1.408)  0.3089
H (-3.997, 2.740, -2.180)  0.3640
H (-3.090, -0.234, -2.139)  0.3779
H (-1.577, 2.490, -2.315)  0.3671
H (-0.618, -0.353, -1.379)  0.5931
H (1.539, 0.535, -2.018)  0.2912
H (0.655, 1.826, -2.900)  0.4778
H (1.132, 2.073, -1.181)  0.2210
C (-1.543, 0.343, 0.972)  -1.4148
C (-0.125, 0.630, 0.602)  -0.5867
C (0.952, -0.191, 1.022)  0.9388
C (2.240, 0.388, 1.357)  0.8125
C (2.432, 1.865, 1.523)  -1.5264
C (3.343, -0.452, 1.534)  -0.8098
C (3.229, -1.836, 1.487)  0.4820
C (4.471, -2.678, 1.620)  -1.5306
C (1.966, -2.394, 1.334)  -0.8692
C (0.820, -1.624, 1.164)  1.1719
C (-0.490, -2.336, 1.042)  -1.4659
H (-2.080, 1.282, 1.073)  0.3493
H (-2.057, -0.241, 0.209)  0.3389
H (-1.611, -0.168, 1.956)  0.4087
H (0.097, 1.695, 0.481)  0.7180
H (3.501, 2.053, 1.747)  0.3837
H (2.202, 2.385, 0.587)  0.2930
H (1.857, 2.327, 2.338)  0.3429
H (4.330, 0.016, 1.649)  0.3547
H (4.219, -3.738, 1.550)  0.3564
H (5.193, -2.451, 0.838)  0.3610
H (4.965, -2.502, 2.575)  0.3610
H (1.874, -3.488, 1.268)  0.2464
H (-0.294, -3.423, 1.025)  0.3757
H (-1.218, -2.176, 1.851)  0.2958
H (-0.956, -2.084, 0.088)  0.2693

As for the net charge: +1. As for the highest occupied orbital energy: -11.5 eV.


What did the second record say?
An isolated molecule of C4H7NO2S in a non-equilibrium geometry, computed with ωB97M-V/def2-TZVPD.

Each line ends with the Mulliken charge.
Atoms and positions in Å:
C (-0.816, 1.729, 0.075)  -1.3908
C (-0.556, 0.303, -0.010)  0.9599
C (-1.770, -0.626, -0.032)  -0.5844
O (-1.456, -1.966, 0.152)  -0.5455
N (0.596, -0.281, 0.072)  -0.4021
S (2.001, 0.599, 0.020)  -0.0592
C (3.140, -0.791, -0.015)  0.0973
O (4.316, -0.644, 0.101)  -0.4146
H (-0.703, 2.140, 1.120)  0.2929
H (-0.186, 2.272, -0.596)  0.4729
H (-1.865, 1.907, -0.233)  0.3231
H (-2.424, -0.303, 0.741)  0.3489
H (-2.347, -0.483, -0.985)  0.2620
H (-0.557, -2.123, -0.132)  0.3414
H (2.625, -1.733, -0.279)  0.2983

The SMILES is C/C(CO)=N\SC=O. As for the highest occupied orbital energy: -9.3 eV.


Please write out number 4 again, unchanged.
A 2-piece molecular cluster, C3H7N2O overall in a non-equilibrium geometry, computed with ωB97M-V/def2-TZVPD.

Each line ends with the Mulliken charge.
Atoms and positions in Å:
C (0.082, -0.326, -1.429)  -0.2948
C (-1.156, 0.227, -1.730)  -0.1781
N (-1.887, -0.026, -0.457)  -0.1193
C (-0.994, -0.215, 0.526)  -0.1011
N (0.232, -0.412, -0.053)  0.0026
H (0.833, -0.439, -2.203)  0.3743
H (-1.706, 0.649, -2.597)  0.3642
H (-2.847, 0.314, -0.289)  0.2884
H (-1.042, -0.313, 1.594)  0.3684
H (1.107, -0.289, 0.554)  0.3121
H (2.643, -0.365, 2.520)  0.3449
H (2.438, 1.086, 1.866)  0.3484
O (2.296, 0.107, 1.697)  -0.7101

As for the net charge: +1. As for the highest occupied orbital energy: -14.3 eV.